ORCA calculation (wB97M-V/def2-TZVPD) on a cluster of 2 separate species, C3H9NOS in total in a non-equilibrium geometry.

Last columns: bonded neighbours and bond lengths (Å).
Cartesian coordinates (Å):
1 C 1.418 2.201 -0.407  N4 1.310, H7 1.095, H8 1.223, H9 1.168
2 C -0.705 -2.409 -0.110  S6 1.814, H10 1.167, H11 1.123, H12 1.107
3 C -1.031 0.164 0.919  S6 1.874, H13 1.139, H14 1.014, H15 1.031
4 N 0.686 2.367 0.666  C1 1.310
5 O 0.532 -0.413 -1.136  S6 1.495
6 S 0.315 -0.950 0.242  C2 1.814, C3 1.874, O5 1.495
7 H 2.493 2.404 -0.453  C1 1.095
8 H 0.920 2.675 -1.419  C1 1.223
9 H 1.592 1.130 -0.839  C1 1.168
10 H -1.732 -2.032 -0.516  C2 1.167
11 H -0.017 -3.023 -0.751  C2 1.123
12 H -1.109 -2.891 0.801  C2 1.107
13 H -0.333 1.055 0.794  C3 1.139
14 H -1.827 -0.081 0.340  C3 1.014
15 H -1.203 -0.198 1.870  C3 1.031

The energy above the lowest of the compared OMol25 structures with the same formula, charge and spin comes out at 673.8 kJ/mol. Its HOMO-LUMO gap (spin up / spin down) is 0.3084 / 0.2955 hartree.